Version w
Computed, not measured: a molecular structure, C31H42F6N5O4PTl, with wB97M-V/def2-TZVPD.

```
! RIJCOSX wB97M-V def2-TZVPD def2/J DEFGRID3
* xyz 2 2
Tl -1.24125 0.14400 -0.45982
P 0.47680 2.84328 1.12186
F 1.07812 1.32295 1.30275
F 0.09644 2.41816 -0.47281
F -0.17502 4.26572 0.85248
F 0.82321 3.18494 2.62187
F 1.90850 3.32080 0.58649
F -0.97914 2.23003 1.53784
O -3.56443 -1.22862 -1.43657
O 5.62267 -1.80797 0.40141
O -0.99122 -1.90925 2.56716
O 2.86920 -7.21354 1.66075
N -3.88447 3.89326 -0.50107
N 1.00337 -2.61072 0.61660
N -3.05490 1.70801 -0.36827
N 1.94488 -4.72112 0.19662
N 3.23692 -2.80717 0.28590
C -3.84700 5.23233 -1.10838
C -5.85157 -1.78570 -1.73138
C -2.31303 3.10122 -2.18928
C 3.83804 1.09532 -0.83755
C 2.51327 0.55619 -0.86825
C 5.15431 -7.11548 -1.10698
C 3.72288 -5.22606 -1.36742
C -4.70684 3.73702 0.70274
C 4.70396 -0.96060 -0.00735
C -4.62658 -0.94256 -1.96505
C 1.70841 -6.69970 2.29183
C 3.36471 -1.52212 -0.04830
C 7.01802 -1.41293 0.39596
C -3.12352 2.88418 -0.94306
C -2.54640 -3.11491 1.38776
C -1.23457 -2.60245 1.48429
C -2.79235 6.14630 -0.49621
C 2.00197 -3.40051 0.32079
C 3.40060 -6.71850 0.52017
C 2.31242 -0.71172 -0.45986
C 4.78053 -5.97802 -1.82204
C -2.93331 -3.82121 0.28879
C -0.28174 -2.94529 0.45316
C -4.77012 0.23455 -2.88093
C 0.18660 -1.11286 2.82879
C -2.03762 -4.05764 -0.78931
C -3.94030 3.90805 2.00916
C 4.47116 -7.47773 0.03036
C 4.91301 0.35800 -0.40746
C 3.03879 -5.56797 -0.19316
C -0.75464 -3.63322 -0.70770
H 4.06529 -3.36953 0.43810
H 7.30498 -1.11584 -0.61078
H 7.56188 -2.29663 0.70701
H -3.80696 0.69444 -3.08063
H -5.24990 -0.07404 -3.81180
H -2.62874 7.01130 -1.13856
H -1.84331 5.62539 -0.37110
H -5.75640 -2.69580 -2.32891
H 5.89913 0.79389 -0.35809
H -3.05205 3.27888 2.04221
H -3.55345 1.68488 0.51384
H -6.76716 -1.28202 -2.03314
H 5.28871 -5.70667 -2.73628
H 0.82174 -6.83430 1.66365
H -5.50451 4.47485 0.63241
H -1.81309 2.17637 -2.46894
H -3.10051 6.51445 0.48142
H 1.70202 1.21058 -1.15097
H -3.69829 5.13488 -2.18072
H -5.19910 2.76134 0.65962
H 1.82868 -5.65658 2.58932
H -2.38829 -4.57555 -1.67073
H 0.98763 -1.76136 3.17844
H -4.84197 5.65747 -0.97988
H 7.16673 -0.60369 1.10817
H 1.57722 -7.30094 3.18624
H 0.49796 -0.56699 1.94384
H -5.91140 -2.07238 -0.68275
H 3.37522 -4.37492 -1.94132
H -2.93983 3.41278 -3.02394
H 1.05733 -5.14180 0.42390
H 4.73972 -8.36423 0.58867
H -4.58209 3.64975 2.85172
H 5.97471 -7.72998 -1.45151
H -3.61500 4.93844 2.14018
H -5.43552 0.96417 -2.41210
H -1.55276 3.86386 -2.02400
H -3.22353 -2.90565 2.20427
H 3.96656 2.13151 -1.12189
H -0.12195 -0.43056 3.61320
H -0.05445 -3.80252 -1.51616
H -3.94643 -4.19339 0.22317
*
```

Properties
Molecular weight ... 898.1 g mol⁻¹
Orbital gap (alpha / beta) ... 5.05 / 4.67 eV

These are the Mulliken partial charges, in e, on atoms 1 to 5: number 1, Tl, carries 0.9029; number 2, P, carries 1.3091; number 3, F, carries -0.3052; number 4, F, carries -0.3500; number 5, F, carries -0.3019

Version x
Computed, not measured: a molecular structure, C31H42F6N5O4PTl, with wB97M-V/def2-TZVPD.

```
! RIJCOSX wB97M-V def2-TZVPD def2/J DEFGRID3
* xyz 2 2
Tl 0.52161 0.74911 -0.16699
P -0.39042 2.03233 -3.85122
F -0.53250 2.59206 -5.30342
F -0.21461 1.35840 -2.16295
F 0.78352 3.04406 -3.44826
F -1.53074 0.93699 -4.02290
F 0.72129 0.93794 -4.25775
F -1.44539 3.03249 -3.19953
O -0.29465 3.03000 -0.06443
O -4.61855 -0.92044 1.61535
O -2.25819 -0.99631 4.25371
O 0.84102 -1.42692 -2.08790
N -1.19145 -1.14084 -0.51229
N -1.75028 -1.22232 1.76792
N 2.73268 0.82124 -0.20343
N -2.88684 -2.54449 0.32363
N 4.97754 1.21164 -0.59962
C -1.47334 4.99142 -0.63500
C -1.00213 -0.22486 2.42065
C -2.78035 -1.59583 -2.35428
C 2.03860 -1.74267 -2.82259
C 6.97714 0.37767 -1.83547
C 3.43642 1.24067 -2.48517
C 0.29072 1.63422 4.05390
C -0.51194 -2.21006 -3.92518
C -1.95935 -1.58894 0.50890
C 5.30706 -0.48003 1.22309
C -1.99912 -1.71267 5.47308
C 5.32489 0.98715 0.81085
C -0.08447 0.65976 1.88234
C -0.33456 -1.69443 -2.64773
C -4.58397 -4.96158 2.55732
C -4.65225 -2.22203 1.98393
C -1.79081 -2.39477 -4.39937
C 1.03244 4.71981 -1.09110
C 3.73020 1.08957 -1.03249
C -0.63810 0.76533 4.60532
C -0.24038 4.15539 -0.55458
C -1.27921 -0.15659 3.80085
C 0.56289 1.58403 2.69738
C -5.46373 -4.11851 3.22199
C -2.92863 -2.05446 -3.62570
C 6.09667 1.56679 -1.49155
C -3.71847 -4.42889 1.61856
C -5.53965 -0.02803 2.24466
C -1.47764 -1.46055 -1.78870
C -5.49939 -2.75890 2.94762
C -3.74526 -3.07033 1.33626
H -6.56774 -0.34855 2.07350
H -1.92884 -2.76934 -5.40467
H -2.91367 -2.24866 5.70615
H -3.01442 -5.06365 1.09435
H 4.31984 -0.93188 1.12201
H -2.84931 -3.04956 -0.54827
H 5.70019 2.02877 -2.38988
H 0.90200 4.93941 -2.15289
H -2.33661 -1.70720 2.44452
H 0.33319 -2.42687 -4.55938
H 4.13431 0.66418 -3.09047
H -1.17869 -2.41593 5.32634
H -1.76278 -1.03326 6.28886
H -3.63802 -1.30072 -1.76637
H -4.56891 -6.02026 2.77120
H 1.85829 4.02338 -0.96104
H -0.87778 0.81664 5.65766
H 3.02541 0.71042 0.75923
H 5.61004 -0.56819 2.26560
H -3.91351 -2.14007 -4.06230
H 6.32326 1.39614 0.95147
H 2.42918 0.90923 -2.69742
H 3.50993 2.28501 -2.78805
H 1.24988 5.66488 -0.59121
H 6.00306 -1.05935 0.61873
H 2.85739 -1.46045 -2.16818
H 0.78007 2.36799 4.67923
H 6.67393 2.33511 -0.97617
H 2.07283 -1.17057 -3.74808
H 7.76581 0.69228 -2.51731
H 4.66381 1.58923 1.44163
H -5.34014 0.03889 3.31531
H -6.20115 -2.12566 3.46914
H -2.21746 4.64641 0.07747
H -6.14045 -4.52228 3.96270
H -5.37903 0.93972 1.78056
H -1.87350 4.86983 -1.64590
H 7.45470 -0.03897 -0.94891
H 1.25565 2.29823 2.26935
H 6.40222 -0.41231 -2.32108
H 2.07337 -2.81295 -3.02098
H -1.25464 6.04835 -0.49421
*
```

Properties
Molecular weight ... 898.1 g mol⁻¹
Orbital gap (alpha / beta) ... 7.81 / 5.25 eV

These are the Mulliken partial charges, in e, on atoms 1 to 5: number 1, Tl, carries 2.0515; number 2, P, carries 1.2484; number 3, F, carries -0.3220; number 4, F, carries -0.5029; number 5, F, carries -0.3314

Stability order, top to bottom: version x, version w

Version w
Computed, not measured: a single C8H12N2 molecule, with wB97M-V/def2-TZVPD.

```
! RIJCOSX wB97M-V def2-TZVPD def2/J DEFGRID3
* xyz 0 3
N 0.89485 0.96079 -0.00513
N -0.13300 1.49136 0.51086
C -1.27557 0.25235 -1.31190
C -1.99169 0.06392 1.12169
C 3.11788 -0.44393 -0.21372
C 1.19234 -2.10036 0.28404
C 2.05850 1.61485 0.26385
C -1.44282 1.02618 0.03764
C 3.21305 0.91531 0.10354
C 1.98363 -1.11686 0.09068
H -2.19966 1.77714 -0.14092
H -0.23472 -0.25807 -1.39083
H 1.35777 -2.96261 0.93091
H 4.05080 1.52637 0.17710
H 3.86674 -0.99906 -0.89868
H -1.53873 -0.90237 1.12567
H -2.10790 0.61141 2.01802
H 0.14539 -2.19878 -0.04170
H -2.17288 -0.34709 -1.37002
H 1.83243 2.68746 0.48895
H -1.20462 1.09544 -2.04311
H -2.97378 -0.24328 0.92926
*
```

Properties
Molecular weight ... 136.2 g mol⁻¹
Orbital gap (alpha / beta) ... 7.23 / 6.32 eV

These are the Mulliken partial charges, in e, on atoms 1 to 5: number 1, N, carries 0.2024; number 2, N, carries -0.6395; number 3, C, carries -1.1603; number 4, C, carries -1.4313; number 5, C, carries -0.5408

Version x
Computed, not measured: a single C8H12N2 molecule, with wB97M-V/def2-TZVPD.

```
! RIJCOSX wB97M-V def2-TZVPD def2/J DEFGRID3
* xyz 0 3
N -1.71210 1.73799 1.83378
N -0.58832 0.25104 0.60272
C -1.77887 -0.25505 0.82211
C 2.50190 0.89225 -0.08349
C -2.51445 0.64694 1.52027
C 0.40421 -0.31066 -0.29592
C 0.10401 -1.85036 -0.31275
C -0.03810 0.24362 -1.84961
C 1.74689 -0.13765 0.16981
C -0.55412 1.40687 1.30226
H 0.82772 -2.34670 -0.91953
H -3.54026 0.44302 1.88209
H 0.22164 -2.20963 0.68128
H 0.35553 2.04180 1.20603
H 0.16513 -0.67744 -2.53563
H -0.87705 -2.04691 -0.53776
H 2.02058 -1.05949 0.65687
H -1.02778 0.49189 -1.86102
H 2.20589 1.73879 -0.71470
H -2.11518 -1.14939 0.44524
H 3.59793 1.00616 0.21003
H 0.59480 1.14292 -2.22209
*
```

Properties
Molecular weight ... 136.2 g mol⁻¹
Orbital gap (alpha / beta) ... 4.61 / 7.75 eV

These are the Mulliken partial charges, in e, on atoms 1 to 5: number 1, N, carries -0.6076; number 2, N, carries 0.2151; number 3, C, carries -0.3378; number 4, C, carries -0.7963; number 5, C, carries -0.2391

Stability order, top to bottom: version x, version w

Version w
Computed, not measured: a single C2H2N2OS molecule, with wB97M-V/def2-TZVPD.

```
! RIJCOSX wB97M-V def2-TZVPD def2/J DEFGRID3
* xyz 0 1
S -1.05501 0.46216 1.09070
O -2.18176 2.43096 -0.41439
N 1.82711 -1.93264 0.22180
N 1.06301 -1.02993 0.35740
C 0.19274 -0.23954 0.21798
C -1.57405 1.42794 -0.37262
H 2.79774 -1.99076 0.17623
H -1.06978 0.87181 -1.27710
*
```

Properties
Molecular weight ... 102.1 g mol⁻¹
Orbital gap ... 9.24 eV

These are the Mulliken partial charges, in e, on atoms 1 to 5: number 1, S, carries -0.0251; number 2, O, carries -0.3784; number 3, N, carries -0.9212; number 4, N, carries 0.7409; number 5, C, carries -0.0856

Version x
Computed, not measured: a single C2H2N2OS molecule, with wB97M-V/def2-TZVPD.

```
! RIJCOSX wB97M-V def2-TZVPD def2/J DEFGRID3
* xyz 0 1
S -1.47310 0.61948 0.40369
O 0.41501 2.27673 -0.53033
N 0.34952 -1.16020 0.07668
N -0.87138 -0.98067 0.46695
C 0.92240 -0.07010 -0.30629
C 0.14672 1.14523 -0.24574
H -1.42573 -1.75620 0.79012
H 1.93657 -0.07428 -0.65508
*
```

Properties
Structure (SMILES) ... O=c1cn[nH]s1
Molecular weight ... 102.1 g mol⁻¹
Orbital gap ... 9.39 eV

These are the Mulliken partial charges, in e, on atoms 1 to 5: number 1, S, carries -0.0168; number 2, O, carries -0.5346; number 3, N, carries -0.4046; number 4, N, carries 0.0219; number 5, C, carries -0.1731

Stability order, top to bottom: version x, version w